A.
# C8H18ClN5

2 unconnected molecules or ions with the total composition C8H18ClN5 (wB97M-V/def2-TZVPD, the Open Molecules 2025 dataset).

Calculated values
LUMO (alpha / beta) = -8.44 / -8.43 eV
gap between HOMO and LUMO (alpha / beta) = 7.4 / 8.3 eV
highest occupied orbital energy (alpha / beta) = -0.5812 / -0.6134 Ha

```
! wB97M-V def2-TZVPD RIJCOSX def2/J DEFGRID3
* xyz 2 1
Cl 3.00 -2.43 3.05
N 0.41 0.12 0.52
N 1.05 -2.01 1.33
N 2.34 -0.21 1.80
N 1.80 1.97 1.09
N 2.03 -1.54 -1.27
C -0.63 -2.02 -0.40
C -1.90 -2.25 0.45
C -0.49 1.02 -0.26
C -1.10 2.20 0.47
C 1.50 0.65 1.06
C 2.07 -1.53 1.94
C 0.43 -1.31 0.28
C 0.12 1.46 -1.58
H -0.68 1.76 -2.19
H -0.85 -1.32 -1.22
H 3.04 0.23 2.38
H -2.17 2.28 0.13
H 0.78 -3.00 1.44
H 1.07 2.55 0.64
H -0.61 3.09 0.33
H 2.25 -2.55 -1.13
H -1.75 -2.99 1.32
H -1.35 0.29 -0.53
H 2.44 2.27 1.79
H -2.58 -2.87 -0.21
H -2.36 -1.25 0.66
H -0.30 -3.02 -0.73
H -1.20 2.02 1.51
H 1.53 -1.52 -2.21
H 0.60 2.46 -1.48
H 0.49 0.64 -2.02
*
```

=====

B.
# C8H18ClN5

A gas-phase ion, C8H18ClN5 (charge +2) (wB97M-V/def2-TZVPD, the Open Molecules 2025 dataset).

Calculated values
LUMO (alpha / beta) = -8.94 / -8.94 eV
gap between HOMO and LUMO (alpha / beta) = 8.7 / 8.7 eV
highest occupied orbital energy (alpha / beta) = -0.6478 / -0.6478 Ha

```
! wB97M-V def2-TZVPD RIJCOSX def2/J DEFGRID3
* xyz 2 1
Cl 1.97 0.51 -2.38
N -0.87 1.17 2.24
N -0.33 1.66 -1.79
N 0.40 0.03 -0.17
N -2.35 2.82 -1.85
N -1.54 2.07 0.14
C 1.45 -0.41 0.75
C -0.98 1.39 0.99
C -1.40 2.19 -1.20
C 2.33 0.70 1.33
C 0.80 1.07 -1.09
C -1.44 -1.54 0.34
C -0.46 -1.05 -0.71
C 0.34 -2.24 -1.26
H -3.15 3.20 -1.36
H 3.06 1.04 0.60
H 0.76 -2.84 -0.46
H -2.06 -0.73 0.72
H -2.10 -2.28 -0.11
H -2.31 2.98 -2.85
H 0.97 -0.97 1.55
H -1.33 1.75 2.94
H -0.94 -2.04 1.17
H 1.33 1.85 -0.53
H 1.76 1.55 1.69
H -0.34 -2.87 -1.83
H 2.11 -1.12 0.22
H -1.02 -0.61 -1.54
H -0.33 0.38 2.59
H 1.13 -1.92 -1.93
H -0.20 1.75 -2.80
H 2.89 0.29 2.16
*
```

=====

Which of them is least stable? Easy: A.

=====

A.
# C6H6N4

C6H6N4 in the gas phase (wB97M-V/def2-TZVPD, the Open Molecules 2025 dataset).

Calculated values
LUMO = 0.65 eV
gap between HOMO and LUMO = 9.5 eV
highest occupied orbital energy = -0.3264 Ha

```
! wB97M-V def2-TZVPD RIJCOSX def2/J DEFGRID3
* xyz 0 1
N 0.05 0.30 2.45
N 1.24 1.01 -1.49
N 0.95 1.82 0.77
N -0.99 -1.22 0.25
C 1.41 1.87 -0.56
C -0.40 -0.90 -1.84
C -1.21 -1.68 -1.07
C 0.38 0.64 1.12
C 0.23 0.07 -1.16
C -0.11 -0.14 0.09
H -0.59 -0.70 -2.96
H -1.85 -1.25 0.83
H 0.74 0.59 3.22
H -0.14 -0.73 2.66
H -1.84 -2.42 -1.52
H 2.13 2.74 -0.79
*
```

=====

B.
# C6H6N4

C6H6N4 in the gas phase (wB97M-V/def2-TZVPD, the Open Molecules 2025 dataset).

Calculated values
LUMO (alpha / beta) = -0.07 / -0.07 eV
gap between HOMO and LUMO (alpha / beta) = 7.2 / 7.2 eV
highest occupied orbital energy (alpha / beta) = -0.2667 / -0.2668 Ha

```
! wB97M-V def2-TZVPD RIJCOSX def2/J DEFGRID3
* xyz 0 1
N -2.11 1.43 -0.21
N 2.53 -1.01 -0.36
N -1.53 -0.73 -0.08
N 1.25 1.51 0.09
C -1.12 0.60 -0.11
C 0.16 1.02 -0.12
C -3.24 0.69 -0.11
C 2.54 1.36 0.13
C -2.91 -0.65 0.00
C 3.15 0.06 -0.08
H -1.19 -1.58 0.29
H 1.56 -1.05 -0.50
H 4.14 -0.12 -0.13
H -3.65 -1.50 -0.05
H 2.98 2.35 0.14
H -4.18 1.31 -0.15
*
```

=====

Which of them is least stable? Easy: B.

=====

A.
# C5H12

2 unconnected molecules or ions with the total composition C5H12 (wB97M-V/def2-TZVPD, the Open Molecules 2025 dataset).

Calculated values
LUMO (alpha / beta) = 3.87 / 3.82 eV
gap between HOMO and LUMO (alpha / beta) = 3.1 / 5.5 eV
expectation value of S² = 0.755
highest occupied orbital energy (alpha / beta) = 0.0295 / -0.0628 Ha

```
! wB97M-V def2-TZVPD RIJCOSX def2/J DEFGRID3
* xyz -1 2
C -2.41 0.14 1.27
C 1.86 1.29 -1.89
C -1.12 -2.01 1.09
C 2.46 0.59 -0.57
C -2.01 -1.10 0.59
H 2.15 -0.53 -0.50
H -2.39 0.97 0.62
H 2.03 2.35 -1.66
H 0.83 1.12 -2.01
H 3.60 0.72 -0.43
H -3.47 0.42 1.43
H -2.83 -1.67 -0.06
H 2.02 1.10 0.30
H -0.50 -2.59 0.37
H 2.51 1.13 -2.89
H -1.79 0.35 2.18
H -0.93 -2.29 2.15
*
```

=====

B.
# C5H12

3 unconnected molecules or ions with the total composition C5H12 (wB97M-V/def2-TZVPD, the Open Molecules 2025 dataset).

Calculated values
LUMO (alpha / beta) = 4.27 / 4.00 eV
gap between HOMO and LUMO (alpha / beta) = 5.9 / 5.3 eV
expectation value of S² = 0.761
highest occupied orbital energy (alpha / beta) = -0.0614 / -0.0492 Ha

```
! wB97M-V def2-TZVPD RIJCOSX def2/J DEFGRID3
* xyz -1 2
C 2.35 -0.56 0.43
C -0.82 0.97 0.33
C -1.60 -0.11 -0.36
C -2.25 0.56 0.86
C 2.04 -0.07 -0.98
H -1.28 -1.12 -0.14
H -3.51 -1.12 0.45
H 2.73 -0.49 -1.71
H 2.04 1.01 -0.99
H -0.80 1.89 -0.30
H 3.31 -0.21 0.82
H -3.06 1.25 0.70
H 2.38 -1.65 0.49
H 1.01 -0.39 -1.17
H -1.99 0.16 -1.33
H -2.10 0.10 1.82
H 1.54 -0.21 1.07
*
```

=====

Which of them is least stable? Easy: B.

=====

A.
# C3H14NO3

4 unconnected molecules or ions with the total composition C3H14NO3 (wB97M-V/def2-TZVPD, the Open Molecules 2025 dataset).

Calculated values
LUMO = -3.21 eV
gap between HOMO and LUMO = 10.1 eV
highest occupied orbital energy = -0.4897 Ha

```
! wB97M-V def2-TZVPD RIJCOSX def2/J DEFGRID3
* xyz 1 1
O -3.39 2.46 0.57
O 4.39 -5.37 -0.57
O -0.57 0.00 2.71
N -0.67 1.29 0.27
C -0.09 0.44 -0.82
C 0.59 1.24 -1.85
C -0.07 -0.88 -0.76
H 0.23 0.06 3.25
H -1.66 1.03 0.25
H 1.72 1.19 -1.72
H 3.88 -4.71 -0.07
H 0.36 2.29 -1.87
H 4.08 -6.21 -0.23
H -4.27 2.10 0.45
H -0.52 2.28 0.08
H -0.28 1.22 1.23
H 0.33 -1.28 -1.68
H 0.63 0.80 -2.85
H -3.20 3.31 0.18
H -1.20 0.31 3.38
H -0.31 -1.58 0.04
*
```

=====

B.
# C3H14NO3

3 unconnected molecules or ions with the total composition C3H14NO3 (wB97M-V/def2-TZVPD, the Open Molecules 2025 dataset).

Calculated values
LUMO = -3.08 eV
gap between HOMO and LUMO = 11.2 eV
highest occupied orbital energy = -0.5246 Ha

```
! wB97M-V def2-TZVPD RIJCOSX def2/J DEFGRID3
* xyz 1 1
O -0.73 1.39 -1.07
O 0.40 0.15 -2.94
O -1.86 -2.64 -0.32
N -0.59 -0.46 0.72
C 0.18 1.69 -0.03
C 0.68 0.37 0.69
C 1.24 0.65 2.03
H 1.34 0.17 -3.13
H 1.35 -0.16 2.74
H -1.16 -0.53 1.57
H -0.37 2.30 0.70
H -0.34 -1.43 0.53
H 0.95 2.32 -0.47
H 0.77 1.54 2.47
H 1.43 -0.24 0.19
H -1.19 -0.16 -0.07
H 2.27 0.99 1.92
H 0.07 -0.64 -3.34
H -2.41 -2.89 0.43
H -1.71 -3.51 -0.69
H -0.31 1.09 -1.93
*
```

=====

Which of them is least stable? Easy: A.

=====

A.
# C28H40AuN2O2P2

A molecular structure, C28H40AuN2O2P2 (wB97M-V/def2-TZVPD, the Open Molecules 2025 dataset).

Calculated values
LUMO = -3.86 eV
gap between HOMO and LUMO = 6.5 eV
highest occupied orbital energy = -0.3796 Ha

```
! wB97M-V def2-TZVPD RIJCOSX def2/J DEFGRID3
* xyz 1 1
Au -0.20 -0.53 0.09
P -0.82 0.69 1.99
P 0.22 -0.89 -2.24
O 1.78 -2.89 -0.03
O -2.04 -2.28 2.32
N -0.22 -2.38 0.95
N 0.81 1.13 -0.42
C 0.85 -4.33 1.72
C -3.19 0.73 0.54
C -0.94 0.76 4.84
C 0.90 -3.16 0.76
C -0.24 3.43 2.27
C -1.19 -2.53 -4.05
C 0.29 4.63 1.85
C 1.87 -0.19 -2.16
C 0.06 0.46 -4.63
C -0.94 1.71 -2.72
C 4.19 0.07 -2.73
C -0.70 0.32 -3.30
C 4.29 1.06 -1.76
C 0.64 2.30 0.31
C -0.22 0.17 3.64
C 0.96 4.67 0.63
C 0.01 -3.73 -2.23
C 1.30 0.41 3.70
C -0.09 2.27 1.51
C -0.45 -4.13 2.50
C -1.03 -2.84 1.96
C 0.06 -2.50 -3.15
C 2.97 -0.56 -2.92
C -2.65 0.82 1.97
C 1.14 3.53 -0.13
C 1.96 0.83 -1.19
C 3.20 1.44 -0.99
C -3.20 2.08 2.65
H -2.01 0.56 4.82
H -0.30 -4.04 3.57
H -4.28 1.98 2.73
H 1.70 -0.06 4.59
H -0.78 1.83 4.94
H -2.85 1.58 -0.06
H 0.99 -4.01 -1.88
H 1.81 -0.01 2.83
H 0.16 5.53 2.44
H -4.28 0.76 0.56
H -1.67 -0.14 -3.47
H 2.88 -1.35 -3.65
H -0.60 0.92 -5.37
H 1.53 1.48 3.74
H 0.90 -5.26 1.15
H 3.32 2.18 -0.22
H 1.66 3.59 -1.08
H 1.36 5.61 0.27
H -2.99 2.96 2.04
H -0.01 2.27 -2.63
H 0.92 1.11 -4.50
H -0.78 3.39 3.21
H -0.64 -3.56 -1.37
H -2.97 -0.07 2.51
H -1.21 -3.50 -4.54
H -1.60 2.25 -3.40
H 0.95 -2.57 -3.77
H -0.41 -4.56 -2.79
H -2.10 -2.46 -3.45
H 5.24 1.54 -1.58
H -0.40 -0.90 3.62
H -1.19 -4.92 2.35
H -2.81 2.24 3.65
H 5.05 -0.22 -3.31
H -1.21 -1.77 -4.82
H -2.90 -0.20 0.05
H 0.41 -0.48 -5.05
H -0.54 0.29 5.74
H 1.74 -4.29 2.35
H -1.42 1.68 -1.74
*
```

=====

B.
# C28H40AuN2O2P2

A molecular structure, C28H40AuN2O2P2 (wB97M-V/def2-TZVPD, the Open Molecules 2025 dataset).

Calculated values
LUMO = -5.00 eV
gap between HOMO and LUMO = 5.4 eV
highest occupied orbital energy = -0.3826 Ha

```
! wB97M-V def2-TZVPD RIJCOSX def2/J DEFGRID3
* xyz 1 1
Au -0.51 0.01 0.32
P -0.43 -2.25 -0.33
P -0.62 2.31 -0.24
O -1.55 -0.54 2.26
O 2.45 1.22 3.33
N 0.50 0.32 2.51
N 1.20 0.16 -0.96
C 2.60 -0.91 -2.65
C -2.36 2.94 1.77
C 1.24 -3.21 1.59
C 1.41 0.64 3.50
C 1.29 -3.31 -2.24
C -1.52 2.75 -1.80
C 1.12 2.54 -0.62
C -0.02 3.76 2.08
C 1.60 -0.95 -1.66
C 2.31 -3.25 -3.16
C -3.13 -2.77 -0.36
C 3.10 3.89 -0.83
C -1.92 -2.75 -1.29
C 0.94 -2.18 -1.49
C 2.96 -2.04 -3.36
C -0.59 -0.22 3.02
C -0.53 -0.39 4.52
C 1.73 3.79 -0.67
C 1.87 1.37 -0.82
C 3.86 2.73 -0.88
C -0.12 -3.52 0.96
C -1.13 3.52 1.06
C 0.86 0.16 4.85
C -2.11 -1.78 -2.46
C -0.84 2.06 -2.98
C -3.00 2.39 -1.71
C 3.26 1.48 -0.86
C -0.24 -4.98 0.53
H 1.31 -2.16 1.88
H -1.40 4.45 0.55
H 1.13 4.69 -0.58
H -3.23 -1.81 0.16
H -1.41 3.84 -1.90
H 0.61 -5.29 -0.08
H -1.25 -1.78 -3.12
H -0.44 4.24 2.97
H 2.04 -3.41 0.87
H -1.72 -3.76 -1.68
H 4.94 2.79 -0.92
H 3.87 0.59 -0.86
H 0.73 -4.23 -2.10
H -0.25 -5.60 1.42
H -1.16 -5.18 -0.02
H -1.35 0.17 4.98
H 3.07 0.04 -2.88
H -2.75 3.66 2.48
H -3.13 1.33 -1.46
H -0.77 0.98 -2.81
H 2.58 -4.12 -3.74
H -0.67 -1.44 4.77
H -3.16 2.68 1.08
H -3.49 2.56 -2.67
H -4.04 -2.94 -0.93
H -3.06 -3.55 0.40
H -0.91 -3.30 1.68
H 0.84 1.00 5.55
H -2.99 -2.07 -3.05
H 0.78 4.40 1.70
H -1.42 2.22 -3.89
H 1.41 -3.83 2.47
H 3.58 4.86 -0.87
H -2.09 2.03 2.31
H 1.53 -0.59 5.26
H 0.44 2.82 2.38
H 3.75 -1.96 -4.10
H -2.27 -0.77 -2.08
H 0.17 2.44 -3.14
H -3.53 2.98 -0.96
*
```

=====

Which of them is least stable? Easy: B.

=====

A.
# C7H8OS2

2 unconnected molecules or ions with the total composition C7H8OS2 (wB97M-V/def2-TZVPD, the Open Molecules 2025 dataset).

Calculated values
LUMO = 0.55 eV
gap between HOMO and LUMO = 8.9 eV
highest occupied orbital energy = -0.3066 Ha

```
! wB97M-V def2-TZVPD RIJCOSX def2/J DEFGRID3
* xyz 0 1
S -2.81 -1.38 -1.41
S -1.66 -1.54 0.29
O 0.15 2.26 -2.20
C -0.66 1.92 -1.19
C -0.82 0.07 0.40
C -0.31 0.65 -0.77
C 0.59 0.14 -1.73
C 1.65 -1.33 1.12
C 0.73 1.17 -2.64
C 0.99 -0.23 1.38
H 1.11 -0.75 -1.54
H 1.09 0.48 2.16
H 1.29 1.31 -3.52
H -1.24 2.62 -0.76
H 1.35 -2.13 0.53
H -3.48 -0.13 -0.92
H 2.77 -1.38 1.37
H -1.37 0.77 1.05
*
```

=====

B.
# C7H8OS2

2 unconnected molecules or ions with the total composition C7H8OS2 (wB97M-V/def2-TZVPD, the Open Molecules 2025 dataset).

Calculated values
LUMO = 0.58 eV
gap between HOMO and LUMO = 8.2 eV
highest occupied orbital energy = -0.2792 Ha

```
! wB97M-V def2-TZVPD RIJCOSX def2/J DEFGRID3
* xyz 0 1
S -1.95 3.05 0.88
S -0.38 1.97 1.58
O 1.97 -1.98 0.10
C 1.73 0.21 0.70
C 0.41 -0.36 0.67
C 0.63 -1.82 0.39
C 2.62 -0.79 0.28
C -2.45 0.08 -1.76
C -1.29 -0.08 -2.04
C -0.66 0.32 0.97
H -3.38 0.49 -1.49
H 2.06 1.15 0.80
H -1.64 -0.14 0.89
H -0.09 -2.28 -0.38
H -0.47 -0.28 -2.68
H 0.54 -2.38 1.43
H 3.54 -0.65 -0.16
H -1.22 3.47 -0.17
*
```

=====

Which of them is least stable? Easy: B.